{"formula": "C7H9N5", "method": "the ωB97M-V functional and the def2-TZVPD basis", "smiles": "C[C@H](n1ccnc1)n1cncn1", "energy_ev": -14853.86544, "lumo_ev": 0.656, "relative_energy_kj_mol": 158.9, "homo_lumo_gap_ha": 0.355, "max_force_ev_per_a": 5.01, "multiplicity": 1, "symbols": ["C", "C", "N", "C", "C", "N", "C", "N", "C", "N", "C", "N", "H", "H", "H", "H", "H", "H", "H", "H", "H"], "positions_angstrom": [[-1.46065, -0.53500, 1.18053], [-0.16082, 0.16812, 0.56901], [-0.43400, 0.89103, -0.58173], [0.52463, 1.60012, -1.19211], [0.23362, 1.66901, -2.53567], [-0.94652, 0.97197, -2.76364], [-1.25361, 0.47309, -1.61331], [0.76073, -0.90259, 0.30002], [1.82818, -1.22369, 1.01739], [2.31158, -2.37265, 0.58864], [1.39931, -2.75433, -0.38559], [0.41915, -1.93547, -0.49719], [-1.93740, -1.09488, 0.32956], [-2.27308, 0.13565, 1.42218], [-0.97519, -1.10300, 2.01488], [0.32138, 0.83407, 1.34000], [1.39180, 2.05294, -0.78552], [0.61583, 2.00727, -3.38468], [-2.07902, -0.06599, -1.31717], [2.16913, -0.63395, 1.81354], [1.34708, -3.70075, -0.89129]], "mulliken_charge": [-1.267, -0.286, 0.165, -0.369, -0.463, -0.667, -0.007, 0.726, 0.163, -0.667, -0.190, -0.766, 0.316, 0.423, 0.337, 0.424, 0.389, 0.547, 0.413, 0.382, 0.394]}


{"formula": "C7H9NO", "method": "the ωB97M-V functional and the def2-TZVPD basis", "smiles": "CCn1ccccc1=O", "energy_ev": -10940.95540, "lumo_ev": 0.539, "relative_energy_kj_mol": 179.4, "homo_lumo_gap_ha": 0.334, "max_force_ev_per_a": 5.32, "multiplicity": 1, "symbols": ["C", "C", "N", "C", "C", "C", "C", "C", "O", "H", "H", "H", "H", "H", "H", "H", "H", "H"], "positions_angstrom": [[-2.68993, -0.48757, 0.66763], [-1.74802, -0.50533, -0.59246], [-0.29163, -0.30823, -0.32679], [0.63913, -1.37779, -0.13787], [1.97636, -1.25139, 0.25277], [2.41212, 0.16265, 0.13599], [1.52150, 1.20418, 0.00591], [0.06011, 0.92960, -0.08275], [-0.86510, 1.81690, -0.02048], [-2.19664, -0.85742, 1.60248], [-2.88851, 0.54976, 0.91952], [-3.67520, -0.99080, 0.47209], [-1.96060, 0.17904, -1.49023], [-1.76940, -1.55090, -1.02750], [0.22719, -2.31353, -0.36798], [2.81561, -2.04188, 0.26246], [3.57570, 0.26046, 0.42418], [1.80644, 2.34164, 0.16109]], "mulliken_charge": [-1.005, -0.591, 0.056, 0.050, -0.730, -0.043, -0.518, 0.737, -0.703, 0.297, 0.307, 0.334, 0.344, 0.342, 0.347, 0.290, 0.223, 0.263]}


{"formula": "C7H9NO", "method": "the ωB97M-V functional and the def2-TZVPD basis", "smiles": "O=C1NC[C@@H]2CCC=C12", "energy_ev": -10938.65184, "lumo_ev": 0.423, "relative_energy_kj_mol": 401.6, "homo_lumo_gap_ha": 0.352, "max_force_ev_per_a": 6.83, "multiplicity": 1, "symbols": ["O", "C", "N", "C", "C", "C", "C", "C", "C", "H", "H", "H", "H", "H", "H", "H", "H", "H"], "positions_angstrom": [[2.76739, -1.61799, -0.26756], [1.81612, -0.76177, -0.13896], [2.14525, 0.63806, 0.02970], [1.00117, 1.42880, 0.15906], [-0.09183, 0.55650, -0.54859], [-1.60692, 0.56167, -0.14226], [-1.84773, -1.03042, -0.19161], [-0.62919, -1.56330, 0.33554], [0.30709, -0.84019, -0.25806], [3.12196, 0.72783, 0.49279], [0.31619, 1.48568, 1.28470], [1.26446, 2.48584, -0.05750], [0.24810, 0.82736, -1.65669], [-2.17009, 1.44972, -0.49293], [-1.27717, 0.58809, 0.93764], [-2.23011, -1.25891, -1.26192], [-2.60149, -1.21061, 0.73359], [-0.53320, -2.46636, 1.04307]], "mulliken_charge": [-0.649, -0.007, -0.151, -0.541, 0.125, -0.933, -0.191, -0.526, 0.214, 0.309, 0.179, 0.311, 0.304, 0.339, 0.327, 0.275, 0.268, 0.348]}


{"formula": "C7H9NO", "method": "the ωB97M-V functional and the def2-TZVPD basis", "smiles": "C=C(C)C#N.C=C=CO", "energy_ev": -10936.25051, "lumo_ev": [-0.408, -0.407], "relative_energy_kj_mol": 633.3, "homo_lumo_gap_ha": [0.284, 0.284], "max_force_ev_per_a": 3.64, "multiplicity": 1, "symbols": ["C", "C", "C", "C", "N", "H", "H", "H", "H", "H", "C", "C", "C", "O", "H", "H", "H", "H"], "positions_angstrom": [[1.79798, 1.12785, -0.47958], [0.46645, 1.01294, -0.24066], [-0.67091, 1.48414, -1.11794], [0.02163, 0.85444, 1.19616], [-0.06654, 1.45373, 2.21478], [2.22880, 0.63258, -1.34041], [2.48741, 1.43588, 0.29412], [-0.49397, 1.15035, -2.13997], [-0.78265, 2.56490, -1.01570], [-1.62810, 1.08941, -0.77290], [-1.61735, -1.62320, 1.31673], [-0.60978, -1.05461, 0.68837], [0.15927, -1.28303, -0.45716], [1.38328, -1.90298, -0.39096], [-2.27840, -1.02781, 1.93567], [-1.84130, -2.67970, 1.24200], [-0.25722, -1.36927, -1.45232], [1.70140, -1.86563, 0.51976]], "mulliken_charge": [-0.828, 0.745, -1.212, 0.185, -0.641, 0.272, 0.331, 0.392, 0.344, 0.317, -0.775, 0.145, -0.188, -0.467, 0.283, 0.284, 0.409, 0.403]}